[1]
Molecular formula: C32H26BrN3NiO6Se
Method: DFT, ωB97M-V/def2-TZVPD

Atoms and positions in Å:
1 Ni -0.30896 -0.91136 -0.67264
2 Br -1.07941 0.16453 6.49612
3 C -0.80728 0.22202 4.60744
4 C -0.05576 1.28753 4.05548
5 C 0.14770 1.36954 2.71272
6 C -0.36784 0.37026 1.82386
7 O -0.15032 0.48715 0.57877
8 C -1.14167 -0.68537 2.40868
9 C -1.81164 -1.62640 1.60239
10 N -1.73618 -1.67999 0.30901
11 C -2.48987 -2.60167 -0.42097
12 C -3.62509 -3.26031 -0.02645
13 C -4.23744 -4.19474 -0.88883
14 C -3.73231 -4.45950 -2.12891
15 C -2.57616 -3.77351 -2.57547
16 C -1.96298 -3.97920 -3.83203
17 C -0.84937 -3.26532 -4.15341
18 C -0.33114 -2.32083 -3.24091
19 N -0.88256 -2.10297 -2.07452
20 C -1.98105 -2.83459 -1.72278
21 C -1.33709 -0.73945 3.81087
22 H 0.37153 2.03122 4.71623
23 H 0.75740 2.14721 2.26137
24 H -2.44307 -2.35343 2.11282
25 H -4.06145 -3.07371 0.94558
26 H -5.12746 -4.71029 -0.54888
27 H -4.20310 -5.18439 -2.78214
28 H -2.38180 -4.70824 -4.51653
29 H -0.33817 -3.40471 -5.09579
30 H 0.56066 -1.76023 -3.47016
31 H -1.91635 -1.55388 4.22977
32 C 5.65917 3.65602 -4.29455
33 C 4.71973 2.60640 -3.75830
34 C 5.10450 1.76565 -2.72186
35 C 4.24809 0.80298 -2.20533
36 C 4.68269 -0.05868 -1.05201
37 C 2.95973 0.68963 -2.73777
38 C 2.54557 1.53135 -3.76758
39 C 1.15757 1.46337 -4.35764
40 C 3.43972 2.47248 -4.27166
41 C 2.05476 -0.39603 -2.20042
42 O 2.38454 -1.57293 -2.35182
43 O 0.97964 0.03122 -1.64115
44 H 6.59116 3.66921 -3.72842
45 H 5.21536 4.65181 -4.22647
46 H 5.90457 3.47529 -5.34518
47 H 6.08788 1.88302 -2.27689
48 H 5.67105 0.24631 -0.70359
49 H 4.70198 -1.11134 -1.33425
50 H 3.98109 0.05918 -0.22359
51 H 1.16579 0.93729 -5.31836
52 H 0.77801 2.47107 -4.53777
53 H 0.46506 0.96279 -3.68554
54 H 3.10850 3.13577 -5.06759
55 Se 2.62739 2.81716 0.32153
56 C 4.04942 3.99886 0.72264
57 C 5.30266 3.52669 1.16077
58 C 6.35791 4.38339 1.43617
59 C 6.21771 5.76079 1.29058
60 C 4.98898 6.25336 0.86010
61 C 3.93432 5.39572 0.58301
62 H 5.42907 2.45705 1.28204
63 H 7.30464 3.96816 1.76988
64 H 7.04324 6.43081 1.50366
65 H 4.84939 7.32374 0.73614
66 H 2.98627 5.79679 0.24432
67 O 1.50480 -4.29992 1.57253
68 N 0.84394 -3.56845 0.82189
69 O -0.04892 -4.06122 0.08490
70 O 1.05696 -2.33164 0.79507

Atoms 1-2, force components in eV/Å:
-0.2 0.5 0.0
0.0 0.0 0.0

Output
orbital gap = 4.307 eV
net charge = -2
LUMO = 0.132 Eh
energy relative to the best compared isomer or geometry (same formula, charge and spin) = 0.0 kcal/mol

***

[2]
Molecular formula: H19O9
Method: DFT, ωB97M-V/def2-TZVPD

Atoms and positions in Å:
1 O 2.19574 0.29309 -2.76910
2 H -3.81254 0.22202 -0.08512
3 H -0.54851 -1.01560 -2.12847
4 O -0.18276 1.84141 -1.18567
5 H -1.19025 -0.01965 0.83019
6 O 0.42987 -1.74300 -2.36467
7 H -1.50958 1.55971 3.15793
8 H 1.07959 -1.17563 -2.76068
9 O -1.18054 1.68442 2.34193
10 H 0.08596 -2.38329 -3.08198
11 H -1.70525 2.43276 2.12380
12 O 0.03878 -1.08777 3.23109
13 H -0.09481 -0.91438 1.26970
14 H 0.70437 -0.29970 3.40645
15 O -0.54067 -0.69884 0.46778
16 H 0.37792 -1.49541 4.10190
17 H 0.78237 1.74502 -1.41515
18 O 2.74898 -0.34737 3.08745
19 H 2.91012 0.53882 -3.48126
20 H 3.20706 0.19524 3.66362
21 O -2.92166 0.15180 -0.61176
22 H -2.60699 -0.77185 -0.31865
23 H 3.43573 -0.88600 2.72580
24 O -1.19865 -0.00220 -2.89610
25 H -2.11972 0.05981 -2.42803
26 H -0.18846 1.33065 -0.47079
27 H 2.67269 -0.07789 -2.05685
28 H -0.86879 0.86383 -2.35339

Atoms 1-2, force components in eV/Å:
0.9 1.1 -3.2
2.4 0.0 -1.7

Output
orbital gap = 10.984 eV
net charge = +1
LUMO = -0.110 Eh
energy relative to the best compared isomer or geometry (same formula, charge and spin) = 78.8 kcal/mol

***

[3]
Molecular formula: C3H6O3
Method: DFT, ωB97M-V/def2-TZVPD

Atoms and positions in Å:
1 O 1.83334 1.13483 -0.95990
2 C 1.04274 -0.91606 0.56037
3 C 0.15358 -0.11811 -0.02276
4 O 0.42827 0.93955 -0.84907
5 C -1.34252 -0.25678 0.11603
6 O -2.01439 0.96407 0.31925
7 H 1.95547 0.96048 -1.90654
8 H 0.69199 -1.71136 1.20865
9 H 2.10727 -0.80219 0.40437
10 H -1.53966 -0.97764 0.92292
11 H -1.76374 -0.66451 -0.80832
12 H -1.55236 1.44773 1.01500

Atoms 1-2, force components in eV/Å:
0.1 0.0 -0.2
0.0 0.1 0.0

Output
structure (SMILES) = C=C(CO)OO
orbital gap = 10.124 eV
LUMO = 0.030 Eh
energy relative to the best compared isomer or geometry (same formula, charge and spin) = 99.8 kcal/mol

***

[4]
Molecular formula: C24H33MnN2
Method: DFT, ωB97M-V/def2-TZVPD

Atoms and positions in Å:
1 C 1.03274 -1.99961 0.57113
2 C 1.92303 -1.10696 -0.18820
3 C 1.48394 -1.12689 -1.55544
4 C 0.32231 -1.92453 -1.64860
5 C -0.02228 -2.37540 -0.34384
6 Mn 0.11038 -0.11183 0.51787
7 C -2.04734 1.70579 -0.92453
8 C -1.68679 1.11015 0.44212
9 H -1.70517 1.86637 1.24162
10 C -1.91441 -0.23775 0.87504
11 H -2.44127 -0.95960 0.25314
12 H -1.94152 -0.45272 1.95092
13 C -2.91763 2.95925 -0.64204
14 H -2.42264 3.68874 0.01053
15 H -3.14598 3.48904 -1.57340
16 H -3.86619 2.68776 -0.15883
17 C -2.90062 0.73248 -1.74677
18 H -2.36266 -0.19266 -1.99994
19 H -3.81356 0.45921 -1.20193
20 H -3.20298 1.20933 -2.68872
21 C 3.24242 -0.60864 0.26562
22 H 3.24902 -0.40748 1.34161
23 H 4.04095 -1.33580 0.05158
24 H 3.50102 0.32859 -0.24536
25 C 2.26503 -0.57057 -2.68751
26 H 2.53263 0.47849 -2.49927
27 H 3.20484 -1.12172 -2.85714
28 H 1.69696 -0.60313 -3.62502
29 C -0.33670 -2.37597 -2.90246
30 H -0.26574 -1.61171 -3.68861
31 H 0.13259 -3.29246 -3.29958
32 H -1.39937 -2.60386 -2.73533
33 C -1.06962 -3.38296 -0.03467
34 H -1.95692 -3.24269 -0.66670
35 H -0.70951 -4.41123 -0.20542
36 H -1.39084 -3.31623 1.01270
37 C 1.30486 -2.64626 1.88001
38 H 0.44917 -2.56161 2.56475
39 H 1.50908 -3.72050 1.75398
40 H 2.17451 -2.20106 2.37694
41 C -0.82108 2.10494 -1.70527
42 C -0.08197 3.06845 -1.12285
43 C -0.47421 1.65801 -2.99839
44 C 0.95965 3.74387 -1.78580
45 H -0.38295 3.21601 -0.06535
46 C 0.53299 2.32189 -3.70256
47 H -0.98424 0.81560 -3.46832
48 C 1.27842 3.33731 -3.08572
49 H 1.51157 4.56338 -1.30748
50 H 0.71883 2.03614 -4.74296
51 H 2.11631 3.78150 -3.62789
52 N 0.88309 2.58906 3.75347
53 C 1.60036 1.52762 4.30362
54 C 1.56680 0.53192 3.37471
55 N 0.82624 0.96100 2.26202
56 C 0.46288 2.21679 2.52493
57 H 0.68958 3.48954 4.18948
58 H 2.07374 1.56686 5.26912
59 H 2.02267 -0.44551 3.40170
60 H -0.07561 2.88975 1.87096

Atoms 1-2, force components in eV/Å:
0.0 -0.2 -1.9
-0.7 -1.3 0.7

Output
orbital gap (alpha / beta) = 6.327 / 8.142 eV
2S+1 = 4
net charge = +1
LUMO (alpha / beta) = -0.152 / -0.083 Eh

***

Computed values of maximum force (unit: eV/Å) for the preceding records, in sequence: 0.522, 6.451, 0.352, 2.606.